(1)
Computed, not measured: a molecular structure, C46H50CdN11O3 at a distorted geometry, with the ωB97M-V functional and the def2-TZVPD basis.

```
! wB97M-V def2-TZVPD RIJCOSX def2/J DEFGRID3
* xyz 1 1
C -5.4433 2.3110 -8.4302
C -7.7271 2.7321 1.1607
C 4.2838 -3.3422 -5.6944
C 5.0504 -3.0793 -7.9331
N -8.3204 3.9856 1.0846
C -5.0225 2.1922 -7.0865
H 1.8147 -5.9523 1.5815
C -2.0776 9.9979 -3.7589
N -2.8277 -7.0656 -3.2161
H -10.3437 4.6685 1.1561
H -4.8698 4.6645 8.0244
H -6.1851 -7.9368 -1.4389
C -3.0372 -8.2942 -2.6674
C -5.1067 -6.4860 -2.5077
C -0.9841 9.6246 -3.0034
H 7.5456 5.5542 -1.9538
H 7.0959 -2.8680 5.1749
O 1.3749 0.1837 -0.4849
H -0.6431 5.5530 8.5027
C -1.6702 5.4063 8.2029
H -5.8947 -5.7479 -2.5320
C -2.7072 -3.9872 5.2370
H -4.2100 9.6383 -4.0030
H -4.5859 1.4588 -10.2454
H 5.8068 -1.0657 8.8009
C 6.2510 -2.6138 -7.4677
C -1.9295 5.3700 6.8459
C -9.9336 2.5100 1.5655
H 9.4099 6.0054 -0.3632
C -8.7309 1.8223 1.4960
N 5.7885 -1.2509 4.9074
H -3.6893 -3.5791 3.2492
H -2.2340 -8.9818 -2.8879
Cd 5.4267 -2.0627 -0.1361
H -2.6576 -1.3841 3.3834
H 6.9884 -2.3857 -8.2231
H 6.4854 3.3013 -1.9267
H -6.1693 3.0417 -8.7548
C 2.4138 -9.2040 1.0101
C -5.2770 -7.7339 -1.9872
C 8.9299 5.0390 -0.4098
H -3.6813 -5.1561 -3.4698
C 7.3067 3.5173 -1.2595
H -3.7202 4.8894 5.7798
C 5.1599 -0.1251 6.9135
H 0.7561 -8.2060 1.8564
N 3.5225 -6.5819 0.6596
N -3.2917 5.0347 6.6827
H 2.0479 -10.1922 1.2468
H -1.2461 -3.4888 6.7828
C -2.3342 8.2665 -1.7221
C 9.4494 4.0400 0.3200
C 4.0589 -3.4937 -7.0338
H 4.6673 0.4291 4.8799
C -3.3087 9.4038 -3.4561
H -5.4290 2.7109 -6.2309
H -0.2725 8.5850 -1.2224
C 6.3829 -2.4651 -6.0564
C -4.5287 1.5675 -9.1724
H 7.0209 -2.8621 7.6271
H -8.6820 0.7506 1.6207
H 7.2368 -1.9592 -5.6307
C -3.8366 -6.1536 -3.0861
C -2.8636 5.1998 8.8465
H -2.5514 7.6080 -0.8941
H -10.9067 2.0885 1.7702
C -1.6598 -1.9449 5.1473
N 7.6957 2.5085 -0.4306
C 2.3809 -6.8423 1.3494
C 3.6608 -8.9973 0.4445
C 4.1598 -7.6966 0.2367
C -3.0838 -3.2949 4.0971
H -3.3470 1.2073 -6.1650
H -2.9761 -4.9766 5.5764
H -2.9792 5.0927 9.9150
C -3.6373 0.9750 -8.2495
H -7.7996 4.8004 0.7932
C 6.4564 -2.1199 7.0822
H -6.7125 2.5608 0.8328
H 0.0085 9.9668 -3.2566
C 7.8679 4.7984 -1.2528
C -9.6839 3.8232 1.2846
N 0.4703 0.9964 -0.4427
H 4.8446 -3.0627 -8.9931
C -1.7743 -3.1740 5.8949
H 10.3440 4.1772 0.9094
H -2.7515 0.4395 -8.5577
C 5.8211 -1.0963 7.7215
C 5.1988 -0.2427 5.5376
O -0.5705 0.6848 -1.0927
C 6.4410 -2.1742 5.6810
H -1.0858 -1.0339 5.2306
C 1.7506 -8.0852 1.4529
H -4.4446 -9.6096 -1.6674
N -3.9483 1.3586 -6.9622
N -3.4306 8.5165 -2.4753
H -2.0329 10.6081 -4.6488
H 4.6931 0.7415 7.3579
H 3.4737 -3.5421 -5.0087
H 9.1642 1.9457 0.7968
C -4.2499 -8.6428 -2.1076
H 5.1040 -7.6109 -0.2803
H -1.3029 5.5139 5.9781
C -3.8288 4.9368 7.9318
H 3.1126 -3.8058 -7.4502
O 0.5435 1.9751 0.2955
C -1.1074 8.7822 -1.8786
N 5.4439 -2.8268 -5.1356
N -2.5095 -2.0596 4.1196
H 4.1368 -9.8711 0.0244
C 8.7991 2.8543 0.3412
*
```

LUMO energy = -8.38 eV
HOMO-LUMO gap = 1.255 eV
E_HOMO = -0.3542 Eh

---

(2)
Computed, not measured: a molecular structure, C44H34As2MgN5O6S2, with the ωB97M-V functional and the def2-TZVPD basis.

```
! wB97M-V def2-TZVPD RIJCOSX def2/J DEFGRID3
* xyz -1 1
H -4.6854 0.0579 -2.7225
C 0.7199 5.9052 -0.5117
C -1.6665 8.4525 0.8703
O 3.4102 -0.7988 -0.7311
H 1.6340 5.8055 -1.0954
C 1.9257 -3.7987 0.1320
As -0.8610 -2.8399 0.0930
C -0.9873 7.1645 0.4946
C -3.2544 -6.2111 -0.1880
H -1.6659 -1.2096 4.9855
C -0.8356 -3.7407 -1.6337
H -4.5055 -7.2112 1.2342
C 3.5649 2.7328 1.8245
H 2.3698 3.3450 0.1369
C 2.4612 1.1678 3.2417
H -1.2198 -5.7328 -4.9131
H -1.3659 9.2703 0.2152
H 2.4523 0.5271 4.1118
C -0.2806 -4.0640 -3.9432
C 1.3711 1.2229 2.3894
C -2.9660 0.6466 -1.5871
C 3.1846 -4.1898 2.1468
H -3.9312 -5.6847 3.0915
H -2.4898 1.2097 -2.3806
C -4.7204 -0.6953 -0.7024
H 4.7241 1.1680 -1.2236
C 2.0651 -3.8735 2.9056
H -2.3656 -3.8086 2.7085
N -1.5418 6.0514 0.9508
C -1.1150 -5.1739 -3.9913
H -2.4722 -6.4327 -2.9116
S -1.7128 3.4120 1.1786
C 2.1066 2.7557 -2.6441
C -0.9517 4.8723 0.6542
C -2.3633 -5.1648 -0.4066
C 0.1693 7.1522 -0.2758
H 2.0747 4.7833 -3.2952
C -3.4929 -5.5353 2.1123
C -1.4114 -0.7387 4.0443
C -2.8179 -0.0756 0.5925
H 4.1152 -4.4522 2.6346
O 1.9945 -0.8551 -3.1254
C 4.1694 1.9763 -1.6859
C -1.8200 -5.5687 -2.8637
C 2.8494 1.7271 -2.0532
C -4.0324 -0.7366 0.4993
N 1.3677 1.9816 1.2858
C 2.4341 2.7280 1.0215
C -3.8144 -6.3941 1.0677
C 3.1135 -4.1432 0.7633
S 0.4051 2.5602 -3.1794
C -2.6113 -4.4832 1.8951
N -2.3034 0.5994 -0.4379
N 0.1943 4.7802 -0.0625
H 4.4175 5.2285 -2.5928
H 0.4952 -2.4622 -2.7497
C 0.8839 -3.5137 2.2754
H 4.4133 3.3449 1.5516
C -1.6819 -4.8548 -1.6786
H 1.3507 -0.2892 -3.5961
C -2.0423 -4.3002 0.6430
N -0.7752 0.4709 1.6789
O 0.1180 3.6875 -4.0283
C -0.1734 -0.1406 3.8810
H -3.3008 -1.1792 3.1246
C -0.1463 -3.3358 -2.7667
H 5.7646 3.4039 -1.5881
O 0.3371 1.2665 -3.8417
O 0.6898 0.0556 -0.8915
O -0.3849 2.5924 -1.9316
H 4.4503 1.8901 3.5895
H 1.8914 -3.7438 -0.9483
C -1.9592 -0.1122 1.8160
As 2.2187 -0.0578 -1.5686
H 0.2651 -3.7522 -4.8247
H 0.5412 -0.1346 4.6908
H 0.0199 -3.2387 2.8735
H 2.1162 -3.8932 3.9879
H -4.4272 -1.3018 1.3316
C 3.9838 4.2470 -2.4429
H -3.5115 -6.8883 -0.9936
H -2.7467 8.3241 0.8269
C -2.3279 -0.7248 3.0052
H -5.6631 -1.2175 -0.8045
H -1.4076 8.7207 1.8968
C 4.7363 3.2263 -1.8799
C 3.5797 1.9297 2.9473
C 0.8006 -3.4947 0.8855
H 3.9916 -4.3536 0.1667
C 0.1088 0.4736 2.6665
H 0.6117 8.0583 -0.6658
Mg -0.3437 1.6094 -0.1637
C 2.6740 4.0105 -2.8314
C -4.1829 0.0060 -1.7671
*
```

LUMO energy = 1.91 eV
relative energy (zero: lowest compared OMol25 entry of this formula, charge and spin) = 4.8 kJ/mol
HOMO-LUMO gap = 6.507 eV
E_HOMO = -0.1691 Eh

---

(3)
Computed, not measured: a molecular structure, NO3PS at a distorted geometry, with the ωB97M-V functional and the def2-TZVPD basis.

```
! wB97M-V def2-TZVPD RIJCOSX def2/J DEFGRID3
* xyz 0 1
P -0.1468 -1.6970 0.1292
N -0.9550 0.7636 1.0397
O 0.3850 -0.3043 -0.8157
S -0.2495 1.0093 -0.1839
O -0.0767 2.1257 -1.0569
O 1.0430 -1.8973 0.8876
*
```

LUMO energy = -1.26 eV
relative energy (zero: lowest compared OMol25 entry of this formula, charge and spin) = 82.2 kJ/mol
HOMO-LUMO gap = 9.992 eV
E_HOMO = -0.4135 Eh

---

(4)
Computed, not measured: C4H11BrOSi in the gas phase at a distorted geometry, with the ωB97M-V functional and the def2-TZVPD basis.

```
! wB97M-V def2-TZVPD RIJCOSX def2/J DEFGRID3
* xyz 0 1
Br 0.5259 1.0436 -2.8744
H -1.9800 0.6363 -1.0320
C -1.6660 0.6429 0.0509
C 1.2667 1.2765 -1.0027
H -0.3692 -3.2612 -0.5292
O 0.5126 -1.3891 -0.0234
H 1.0246 2.3635 -1.0162
C -0.1840 -2.2267 -0.8645
H 2.3521 1.1116 -0.7853
H -1.8851 1.7136 0.4747
Si 0.1322 0.1450 0.3245
H 1.0418 1.4838 2.2915
H 1.3822 -0.1215 2.6397
C 0.7032 0.4541 2.0900
H 0.5192 -2.3495 -1.6711
H -0.1816 0.3736 2.6654
H -2.1238 -0.1163 0.5498
H -1.0706 -1.7800 -1.2877
*
```

LUMO energy = 0.74 eV
relative energy (zero: lowest compared OMol25 entry of this formula, charge and spin) = 126.2 kJ/mol
HOMO-LUMO gap = 10.017 eV
E_HOMO = -0.3408 Eh
SMILES = CO[Si](C)(C)CBr

---

(5)
Computed, not measured: a molecular structure, C27H26N7PdS, with the ωB97M-V functional and the def2-TZVPD basis.

```
! wB97M-V def2-TZVPD RIJCOSX def2/J DEFGRID3
* xyz -1 1
C -1.5163 -1.7441 -1.4678
C 4.3242 3.3044 -0.7746
C 4.0244 2.0594 -1.2991
H 5.9236 3.8503 -2.1214
N 0.7682 1.2971 0.2616
H -1.6765 -7.4974 -0.3044
C 5.6349 3.9866 -1.0773
H 1.5020 3.6880 1.0677
H -2.0200 1.0411 4.1661
C -1.0458 -0.9587 4.1013
H 4.7591 1.5796 -1.9368
H -1.2045 -1.3907 5.0749
H 6.4411 3.5879 -0.4540
C -1.8954 -3.8209 0.8648
Pd -0.2985 -0.4635 -0.5392
H 3.6518 0.5567 -3.5244
H 3.5892 4.8554 0.5124
C -1.4627 0.2737 3.6582
H -2.3390 -6.9862 2.0289
C -1.5476 -4.0996 -0.4611
H -2.2927 4.5680 -0.6268
C 2.6759 -1.4219 -3.2336
N -1.0378 0.4086 2.3780
C -2.9115 3.2688 0.9621
C -2.0265 3.7105 -0.0159
C -1.7407 -6.4687 0.0303
C -2.5359 2.1629 1.7085
C -1.3230 1.5156 1.5243
H 1.4349 -2.7518 -1.9224
H 2.8731 -1.9727 -4.1375
H -5.0385 3.4247 0.6236
S -2.7317 -0.9231 -0.5467
C -0.8278 3.0675 -0.2355
N 1.8697 -0.8437 -1.2138
C -2.1127 -6.1842 1.3369
C -0.3493 -1.5024 3.0082
N -1.3378 -1.2820 -2.8143
C -0.4187 1.9340 0.5078
H -2.4457 -4.6177 2.7623
C 1.8710 1.9593 -0.1383
C 3.0740 -0.1384 -2.9428
N 2.5867 0.1734 -1.7163
H 0.1452 -2.4566 2.9215
N -1.2346 -3.1362 -1.4023
H -4.2041 4.9722 0.7942
H 5.5632 5.0575 -0.8838
C -2.1782 -4.8571 1.7397
H -1.9445 -0.5013 -2.9988
H -1.4046 -1.9824 -3.5458
H -1.9365 -2.7962 1.1945
C 3.3805 3.8842 0.0738
C 2.8310 1.3973 -1.0262
H -4.5210 3.9787 2.2196
C 1.9175 -1.8098 -2.1223
N -0.3545 -0.6742 1.9774
H -0.1650 3.4137 -1.0181
H -3.2292 1.7638 2.4405
H -1.1719 -5.6798 -1.8746
C 2.2091 3.2354 0.3844
C -4.2433 3.9467 1.1641
H -0.8667 -3.5181 -2.2574
C -1.4596 -5.4436 -0.8544
*
```

LUMO energy = 2.90 eV
relative energy (zero: lowest compared OMol25 entry of this formula, charge and spin) = 41.5 kJ/mol
HOMO-LUMO gap = 6.067 eV
E_HOMO = -0.1163 Eh

---

(6)
Computed, not measured: a molecular structure, C18H28GaIOP2 at a distorted geometry, with the ωB97M-V functional and the def2-TZVPD basis.

```
! wB97M-V def2-TZVPD RIJCOSX def2/J DEFGRID3
* xyz 2 1
H -1.2286 -1.5590 1.1331
C -0.1606 -2.7210 4.1721
H -3.6503 0.8734 0.0942
H 2.8549 -1.7728 -3.2369
C -0.6002 -1.6814 2.0207
C -0.9784 -2.5527 3.0385
H -1.6695 4.3259 0.9318
H 2.1257 -3.4833 -1.2256
H -1.8649 0.6930 2.5747
H 2.4489 -2.1843 -0.0351
H -3.8487 2.5820 0.6009
C -2.6284 1.4277 -5.7035
H 0.0301 3.8012 0.7106
C 1.0035 -0.0009 1.0961
C 2.1866 0.6955 1.2111
C -0.1450 -2.3096 -2.9139
H -1.0308 4.0021 -0.7153
C 1.6749 -2.6590 -0.6534
C 0.6068 -0.9331 2.1171
P -1.5254 1.9484 0.5059
H 3.1219 -0.3768 -2.1423
H -3.3419 2.1887 -1.0773
H -1.0090 -2.6869 -2.3516
H -2.0335 1.2734 -6.6056
H -3.0965 2.4135 -5.7133
H 0.8974 -3.0590 0.0121
P 0.9557 -1.4135 -1.7845
C 3.0268 0.5072 2.3341
H 3.9551 1.0677 2.3838
H -0.4747 -3.4079 4.9554
I -1.3149 1.3463 -4.0009
H 2.0689 -0.1932 -3.5790
H 2.4719 1.3968 0.4252
H -2.2221 2.4379 2.7970
C 2.6686 -0.3698 3.3468
O 1.6423 2.7578 -2.1753
C -1.5440 1.7131 2.3223
C -3.2627 1.8941 -0.0237
H 0.4087 -3.1528 -3.3476
Ga -0.0075 0.4450 -0.6015
C 2.3897 -0.8821 -2.7873
C 0.9408 1.9444 -1.7565
H -3.3765 0.6417 -5.5899
H 3.3126 -0.5056 4.2151
C -0.9968 3.6903 0.3362
C 1.4540 -1.1147 3.2799
H 1.6747 -2.1498 5.1690
C 1.0314 -2.0197 4.2875
H -1.9140 -3.1014 2.9429
H -0.4983 -1.6399 -3.7084
H -0.5288 1.8635 2.7142
*
```

LUMO energy = -7.65 eV
relative energy (zero: lowest compared OMol25 entry of this formula, charge and spin) = 0.0 kJ/mol
HOMO-LUMO gap = 5.896 eV
E_HOMO = -0.4977 Eh

---

Q: Among the records above, which one has the lowest HOMO-LUMO gap?
A: C46H50CdN11O3